(1)
Here is one molecule with the formula C22H27N3O2 from OMol25. Energies are from wB97M-V/def2-TZVPD.

CARTESIAN COORDINATES (ANGSTROEM)
C 6.280 -4.466 4.893
C 4.961 -3.672 4.749
O 4.420 -3.130 5.710
O 4.479 -3.787 3.570
C 3.459 -3.149 3.142
C 2.524 -3.696 2.501
C 1.425 -2.959 2.192
C 0.978 -1.909 2.479
C 1.909 -1.290 3.367
C 3.082 -1.791 3.724
H 3.622 -1.409 4.552
H 1.708 -0.338 3.767
C -0.098 -1.132 1.934
N -0.723 -1.467 0.973
N -1.678 -1.224 0.141
C -1.550 -1.499 -1.044
H -2.412 -1.985 -1.477
C -1.332 -0.313 -2.056
N -0.887 0.650 -1.433
C -1.666 1.314 -0.266
C -2.396 0.033 0.282
H -3.401 -0.014 0.008
H -2.743 0.387 1.425
H -1.034 1.874 0.521
H -2.490 1.727 -0.910
C -0.088 1.693 -2.210
C -0.751 2.587 -3.116
C -1.556 3.674 -2.564
C -2.188 4.545 -3.250
C -2.631 4.139 -4.611
C -2.243 2.769 -5.076
C -1.247 1.979 -4.370
H -0.955 1.168 -4.675
H -2.307 2.501 -6.108
C -3.489 4.876 -5.479
H -3.205 5.280 -6.239
H -4.026 5.559 -5.035
H -4.378 4.444 -5.712
H -2.658 5.420 -2.945
H -1.153 4.067 -1.421
H 0.545 2.491 -1.434
H 0.703 1.202 -2.493
H -0.659 -0.692 -2.865
H -2.211 0.000 -2.547
H -0.768 -2.394 -1.165
C -0.910 -0.036 2.905
H -0.747 1.007 2.611
H -1.883 -0.221 3.051
H -0.506 -0.294 3.970
H 0.582 -3.616 1.553
H 2.589 -4.772 2.088
H 6.567 -4.776 5.866
H 6.017 -5.496 4.184
H 7.118 -3.855 4.343

The lowest unoccupied orbital energy comes out at 0.6 eV. As for the HOMO-LUMO gap: 8.137 eV. Its SMILES is CC(=O)Oc1ccc(/C(C)=N/N2CCN(Cc3ccc(C)cc3)CC2)cc1.

---

(2)
Here is one molecule with the formula C22H27N3O2 from OMol25. Energies are from wB97M-V/def2-TZVPD.

CARTESIAN COORDINATES (ANGSTROEM)
C -2.392 -3.753 -3.421
C -1.059 -3.015 -3.425
C -0.401 -3.032 -2.047
H -1.060 -2.545 -1.327
C 0.937 -2.297 -2.069
N 1.451 -2.022 -0.740
C 2.732 -1.324 -0.751
C 3.323 -1.551 0.656
C 2.422 -2.618 1.293
H 1.722 -2.159 1.991
H 2.987 -3.382 1.823
C 1.657 -3.188 0.102
H 0.701 -3.623 0.391
H 2.257 -3.959 -0.411
H 4.353 -1.898 0.580
H 3.325 -0.634 1.243
C 2.583 0.158 -1.119
N 1.597 0.856 -0.334
C 0.451 1.344 -0.868
O 0.145 1.211 -2.034
C -0.315 2.189 0.111
C -0.897 1.735 1.282
C -1.441 2.675 2.214
C -1.998 2.250 3.436
C -2.514 3.156 4.322
C -2.497 4.525 4.024
C -1.969 4.968 2.842
C -1.430 4.058 1.912
C -0.887 4.481 0.666
C -0.341 3.558 -0.197
H 0.087 3.879 -1.135
C -0.890 5.847 0.317
N -0.884 6.958 0.030
H -1.954 6.021 2.603
H -2.908 5.230 4.731
H -2.938 2.820 5.256
H -2.004 1.194 3.656
O -1.019 0.438 1.646
C -1.063 -0.568 0.649
H -0.068 -0.926 0.368
H -1.630 -1.387 1.092
H -1.581 -0.209 -0.244
H 1.762 0.958 0.654
H 3.558 0.646 -1.002
H 2.267 0.256 -2.159
H 3.409 -1.770 -1.505
H 0.789 -1.334 -2.564
H 1.666 -2.882 -2.662
H -0.256 -4.067 -1.732
H -1.217 -1.979 -3.731
H -0.389 -3.478 -4.152
H -2.846 -3.727 -4.409
H -2.254 -4.793 -3.134
H -3.080 -3.292 -2.716

The lowest unoccupied orbital energy comes out at 0.0 eV. As for the HOMO-LUMO gap: 8.340 eV. Its SMILES is CCCCN1CCC[C@@H]1CNC(=O)c1cc(C#N)c2ccccc2c1OC.

---

Of them, the most stable is (2) and the least stable is (1).

---

(1)
Here is C2H2FI3O as an isolated structure from OMol25. Energies are from wB97M-V/def2-TZVPD.

CARTESIAN COORDINATES (ANGSTROEM)
C -1.208 0.528 0.496
C 0.131 0.526 -0.201
O 0.491 -0.721 -0.623
F -0.672 1.104 -2.425
I -2.197 2.446 0.260
I -2.533 -1.090 -0.193
I 1.481 2.086 -0.073
H -0.969 0.560 1.501
H 1.092 -0.754 -1.486

The lowest unoccupied orbital energy comes out at -1.9 eV. As for the HOMO-LUMO gap: 7.585 eV.

---

(2)
Here is C2H2FI3O as an isolated structure from OMol25. Energies are from wB97M-V/def2-TZVPD.

CARTESIAN COORDINATES (ANGSTROEM)
C 1.662 0.165 0.207
C 1.039 -0.689 -0.808
O -0.675 -0.315 -1.028
F 1.499 -0.636 -2.047
I 3.871 0.115 0.023
I 0.980 2.206 -0.073
I 0.552 -2.614 -0.052
H 1.608 -0.146 1.255
H -0.732 0.598 -1.249

The lowest unoccupied orbital energy comes out at -0.8 eV. As for the HOMO-LUMO gap: 8.905 eV.

---

Of them, the most stable is (2) and the least stable is (1).

---

(1)
Here is one molecule with the formula C4H5NO from OMol25. Energies are from wB97M-V/def2-TZVPD.

CARTESIAN COORDINATES (ANGSTROEM)
O -1.784 0.801 1.465
C -0.656 0.758 1.164
C -0.987 -0.777 -0.926
N 0.047 -1.184 -0.316
C 1.103 -0.177 -0.248
C 0.632 0.731 0.870
H -1.922 -1.322 -0.823
H -1.006 0.151 -1.513
H 1.227 0.355 -1.209
H 2.065 -0.633 0.009
H 1.280 1.296 1.525

The lowest unoccupied orbital energy comes out at 0.9 eV. As for the HOMO-LUMO gap: 9.949 eV. Its SMILES is C=NCC=C=O.

---

(2)
Here is one molecule with the formula C4H5NO from OMol25. Energies are from wB97M-V/def2-TZVPD.

CARTESIAN COORDINATES (ANGSTROEM)
C 1.896 1.375 0.174
C 0.977 0.666 -0.125
C -0.074 -1.354 -0.872
C -1.132 0.213 0.745
N -0.072 -0.200 -0.172
O -1.004 -2.132 -0.838
H 2.669 2.125 0.050
H 0.919 -1.532 -1.440
H -1.107 1.331 0.572
H -2.074 -0.261 0.273
H -0.997 -0.232 1.633

The lowest unoccupied orbital energy comes out at 0.8 eV. As for the HOMO-LUMO gap: 10.242 eV. Its SMILES is C#CN(C)C=O.

---

Of them, the most stable is (1) and the least stable is (2).

---

(1)
Here is one molecule with the formula C4H10NO3 from OMol25. Energies are from wB97M-V/def2-TZVPD.

CARTESIAN COORDINATES (ANGSTROEM)
O -0.604 1.178 1.956
C -0.463 0.108 1.441
O -1.269 -0.950 1.717
C 0.612 -0.293 0.436
C 0.584 0.634 -0.812
C -0.787 0.846 -1.405
O 1.196 1.840 -0.366
N 0.616 -1.768 0.146
H -1.924 -0.695 2.388
H 1.568 -0.079 0.900
H 1.277 0.212 -1.524
H -1.170 -0.079 -1.831
H -0.737 1.610 -2.185
H -1.471 1.231 -0.659
H 0.602 2.596 -0.443
H 0.265 -2.331 0.943
H 1.631 -2.076 0.023
H 0.074 -1.985 -0.725

As for the expectation value of S²: 0.751. The lowest unoccupied orbital energy (alpha / beta) comes out at 0.6 / 0.4 eV. As for the spin multiplicity: 2. As for the HOMO-LUMO gap (alpha / beta): 4.399 / 11.150 eV.

---

(2)
Here is one molecule with the formula C4H10NO3 from OMol25. Energies are from wB97M-V/def2-TZVPD.

CARTESIAN COORDINATES (ANGSTROEM)
C -1.394 -0.021 -1.170
O -2.405 0.904 -0.707
C -0.052 0.148 -0.425
C 0.125 -1.063 0.521
C 1.573 -1.429 0.731
O 2.281 -0.398 1.223
O 2.048 -2.521 0.562
N -0.033 1.416 0.370
H -1.898 -0.964 -0.993
H -1.265 0.216 -2.233
H -2.308 1.730 -1.211
H 0.745 0.128 -1.162
H -0.274 -1.951 0.042
H -0.315 -0.960 1.508
H 3.232 -0.516 1.116
H 0.829 1.991 0.241
H -0.037 1.270 1.404
H -0.852 2.017 0.183

As for the expectation value of S²: 0.751. The lowest unoccupied orbital energy (alpha / beta) comes out at 0.6 / 0.4 eV. As for the spin multiplicity: 2. As for the HOMO-LUMO gap (alpha / beta): 4.253 / 11.351 eV.

---

Of them, the most stable is (1) and the least stable is (2).

---

(1)
Here is a 2-piece molecular cluster, C3H6N2O3 overall from OMol25. Energies are from wB97M-V/def2-TZVPD.

CARTESIAN COORDINATES (ANGSTROEM)
C -2.944 -0.825 0.295
C -1.968 0.133 -0.109
C 1.253 -0.315 -0.188
H -3.950 -0.568 0.941
H -2.213 -1.681 0.836
H -3.555 -1.064 -0.666
H 1.772 -1.336 0.232
H 2.518 1.358 0.467
H 4.590 0.247 -0.113
N 0.189 0.373 -0.589
N 2.461 0.427 -0.002
O -2.053 1.305 0.340
O -0.819 -0.435 -0.439
O 3.401 -0.435 0.405

The lowest unoccupied orbital energy comes out at -0.9 eV. As for the HOMO-LUMO gap: 7.571 eV.

---

(2)
Here is one molecule with the formula C3H6N2O3 from OMol25. Energies are from wB97M-V/def2-TZVPD.

CARTESIAN COORDINATES (ANGSTROEM)
C -1.192 -0.266 -0.354
C 0.000 -0.194 -1.367
C 0.709 0.726 0.565
N -0.810 0.513 0.765
N 1.179 -0.534 1.161
O 1.408 -0.382 2.334
O 1.253 -1.541 0.491
O 0.864 0.800 -0.786
H -2.181 0.051 -0.840
H -1.296 -1.298 0.005
H 0.545 -1.162 -1.587
H -0.378 0.179 -2.407
H 1.151 1.612 1.026
H -1.253 1.497 0.993

The lowest unoccupied orbital energy comes out at 0.3 eV. As for the HOMO-LUMO gap: 10.068 eV. Its SMILES is O=[N+]([O-])[C@@H]1NCCO1.

---

Of them, the most stable is (2) and the least stable is (1).

---

(1)
Here is one molecule with the formula C3H6N2O3 from OMol25. Energies are from wB97M-V/def2-TZVPD.

CARTESIAN COORDINATES (ANGSTROEM)
C -1.146 -0.433 -2.836
C -0.068 -0.217 0.273
C 0.650 1.347 1.565
H -2.132 -0.612 -2.391
H -1.271 0.549 -3.326
H -0.795 -1.115 -3.561
H 0.172 -1.656 1.947
H -0.254 1.533 2.168
H 1.296 2.204 1.638
N -0.430 -1.032 -0.695
N -0.074 -0.740 1.589
O -0.231 -0.217 -1.862
O 1.047 0.090 2.148
O 0.421 1.043 0.121

The lowest unoccupied orbital energy comes out at 0.9 eV. As for the HOMO-LUMO gap: 9.552 eV. Its SMILES is CO/N=C1/NOCO1.

---

(2)
Here is one molecule with the formula C3H6N2O3 from OMol25. Energies are from wB97M-V/def2-TZVPD.

CARTESIAN COORDINATES (ANGSTROEM)
C -2.249 -0.630 0.153
C 0.047 0.043 -0.416
C 0.600 1.509 -0.805
H -1.542 -0.871 1.234
H -2.497 -1.541 -0.682
H -3.454 -0.156 0.195
H 1.726 -0.840 1.853
H 2.491 -1.310 0.228
H 2.422 1.120 -0.167
N 0.351 -0.999 0.262
N 1.897 -0.575 0.702
O -1.345 0.278 -0.545
O 1.874 1.686 -0.930
O -0.323 2.285 -1.080

The lowest unoccupied orbital energy comes out at 0.4 eV. As for the HOMO-LUMO gap: 10.537 eV. Its SMILES is CO/C(=N/N)C(=O)O.

---

(3)
Here is one molecule with the formula C3H6N2O3 from OMol25. Energies are from wB97M-V/def2-TZVPD.

CARTESIAN COORDINATES (ANGSTROEM)
C 0.115 0.361 0.421
C 0.847 1.615 0.013
C 0.314 -1.027 -0.131
N -0.751 0.464 1.365
N 0.051 -1.046 -1.569
O -0.438 -2.036 -2.028
O 0.272 -0.080 -2.222
O -1.715 -0.480 1.620
H 1.716 1.419 -0.668
H 0.036 2.018 -0.591
H 1.002 2.225 0.931
H -0.421 -1.744 0.250
H 1.221 -1.461 0.226
H -2.249 -0.230 2.384

The lowest unoccupied orbital energy comes out at 0.4 eV. As for the HOMO-LUMO gap: 10.130 eV. Its SMILES is C/C(C[N+](=O)[O-])=N/O.

---

Of them, the most stable is (3) and the least stable is (2).